[1]
Entry from the Open Molecules 2025 dataset: a 2-piece molecular cluster, C4H5N3O overall at a distorted geometry (the ωB97M-V functional and the def2-TZVPD basis).

Results
- 2S+1 = 1
- SMILES = C=C=C=N.N#CNO

Last columns: bonded neighbours and bond lengths (Å).
Element x y z (Å)
1 N 0.7456 1.0474 -1.2864  O5 1.429, C7 1.427, H10 1.018
2 C -0.2622 -1.3191 -0.1218  C3 1.333, N6 1.215
3 C -0.7324 -0.4564 0.7792  C2 1.333, C4 1.324
4 C -1.2466 -0.5207 1.9975  C3 1.324, H12 1.082, H13 1.085
5 O 2.0534 0.8841 -0.7343  N1 1.429, H9 0.978
6 N 0.5465 -1.8955 -0.8213  C2 1.215, H11 1.015
7 C -0.3042 1.3705 -0.3756  N1 1.427, N8 1.185
8 N -1.1132 2.2326 -0.2958  C7 1.185
9 H 2.0098 0.0042 -0.3089  O5 0.978
10 H 0.8878 1.7369 -2.0211  N1 1.018
11 H 0.5115 -1.8837 -1.8360  N6 1.015
12 H -0.9400 -1.2126 2.7705  C4 1.082
13 H -2.1560 0.0121 2.2539  C4 1.085

[2]
Entry from the Open Molecules 2025 dataset: a 2-piece molecular cluster, C4H5N3O2 overall at a distorted geometry (the ωB97M-V functional and the def2-TZVPD basis).

Results
- 2S+1 = 1

Last columns: bonded neighbours and bond lengths (Å).
Element x y z (Å)
1 C -0.5814 -0.6331 -1.7511  H5 1.269, H6 1.126, N10 1.485
2 C 0.3270 -0.6051 1.7768  C3 1.502, H8 1.210, N11 1.359
3 C 0.3639 0.2503 0.5429  C2 1.502, N10 1.410, N12 1.303
4 C 0.9772 1.8176 -0.9145  H9 1.212, N12 1.474, O14 1.160
5 H 0.5761 -0.9734 -2.1429  C1 1.269
6 H -1.0052 0.3058 -2.2048  C1 1.126
7 H -1.0495 -2.0219 -1.9096  no bonds
8 H 1.1017 -0.2359 2.6294  C2 1.210
9 H 1.8881 2.4720 -1.3745  C4 1.212
10 N -0.3507 -0.6406 -0.2844  C1 1.485, C3 1.410, O13 1.479
11 N -0.6508 -1.5492 1.8004  C2 1.359, O13 1.271
12 N 1.0537 1.3542 0.4829  C3 1.303, C4 1.474
13 O -0.9954 -1.6514 0.5816  N10 1.479, N11 1.271
14 O -0.0541 1.8170 -1.4460  C4 1.160

[3]
Entry from the Open Molecules 2025 dataset: a 2-piece molecular cluster, C4H5N3O2 overall at a distorted geometry (the ωB97M-V functional and the def2-TZVPD basis).

Results
- 2S+1 = 1

Last columns: bonded neighbours and bond lengths (Å).
Element x y z (Å)
1 C 1.1475 -0.8833 -1.3101  C2 1.331, N5 1.433, H10 1.111
2 C 1.2618 0.4424 -1.3121  C1 1.331, O8 1.425, H11 1.149
3 C -0.0702 -0.0886 0.4571  C4 1.377, N5 1.388, O8 1.369
4 C -0.4549 -0.0972 1.7790  C3 1.377, N7 1.321
5 N 0.3090 -1.2470 -0.2070  C1 1.433, C3 1.388, H14 0.998
6 N -1.9950 0.2560 -1.1008  O9 1.201
7 N -0.7982 1.0502 2.3369  C4 1.321, H12 0.975, H13 1.061
8 O 0.4573 0.9552 -0.2537  C2 1.425, C3 1.369
9 O -1.6172 -0.7864 -1.5638  N6 1.201
10 H 1.5819 -1.5154 -2.1139  C1 1.111
11 H 1.8813 1.1317 -1.9915  C2 1.149
12 H -0.9563 1.8956 1.8776  N7 0.975
13 H -1.0957 1.0976 3.3542  N7 1.061
14 H 0.3487 -2.2108 0.0481  N5 0.998

[4]
Entry from the Open Molecules 2025 dataset: a single C4H5N3O2S molecule at a distorted geometry (the ωB97M-V functional and the def2-TZVPD basis).

Results
- 2S+1 = 3
- ⟨S²⟩ = 2.046

Last columns: bonded neighbours and bond lengths (Å).
Element x y z (Å)
1 C 3.8367 -0.6795 0.2847  N6 1.269, H11 1.055
2 C -0.0529 -0.2480 0.2519  C4 1.525, N5 1.388, N7 1.264
3 C 2.0939 0.9594 0.3297  N5 1.400, N6 1.488, O9 1.205
4 C -1.5453 -0.1880 -0.0579  C2 1.525, H12 1.154, H13 1.175, H14 1.044
5 N 0.6972 0.9091 0.4107  C2 1.388, C3 1.400, H15 1.002
6 N 2.7865 -0.2192 -0.2579  C1 1.269, C3 1.488, O8 1.256
7 N 0.5577 -1.3403 0.4335  C2 1.264, S10 1.560
8 O 2.3493 -0.5533 -1.3869  N6 1.256
9 O 2.6938 1.9572 0.6406  C3 1.205
10 S 0.5355 -2.8893 0.2484  N7 1.560
11 H 4.2948 -1.5686 -0.0506  C1 1.055
12 H -1.8171 0.9140 0.1523  C4 1.154
13 H -2.1687 -0.9638 0.5676  C4 1.175
14 H -1.8586 -0.3521 -1.0398  C4 1.044
15 H 0.0849 1.7001 0.3558  N5 1.002

Let's list energy above the lowest of the compared OMol25 structures with the same formula, charge and spin in order: 781.5, 887.8, 784.0, 369.0 kJ/mol.